Record 1
DFT (ωB97M-V/def2-TZVPD) results for 2 unconnected molecules or ions with the total composition C6H16ClN7S.

The geometry in XYZ format:
```
31
Properties=species:S:1:pos:R:3
C -3.4114 0.2730 -3.1117
C -2.2358 0.9178 -2.3896
N -1.5725 -0.0146 -1.5001
C -1.5614 -1.3281 -1.6711
N -0.8955 -1.9351 -0.6485
C -0.4861 -0.9537 0.1209
N 0.2013 -1.2105 1.2529
C 0.7219 -0.3084 2.2448
C 2.1961 0.0834 1.9836
N 2.9772 -1.1611 1.9764
N 2.3861 0.7491 0.7052
N 2.6443 0.8673 3.1554
N -0.8431 0.2818 -0.3518
S -0.6000 1.8745 0.1539
H -4.0586 1.0423 -3.5222
H -3.0414 -0.3688 -3.9090
H -4.0066 -0.3274 -2.4265
H -2.6663 1.7043 -1.7653
H -1.5602 1.3892 -3.1031
H -2.0164 -1.9106 -2.4424
H 0.3666 -2.1880 1.4054
H 0.7667 -0.8653 3.1816
H 0.0833 0.5500 2.4492
H 2.4706 -1.9021 2.4414
H 3.7989 -1.0270 2.5505
H 2.2129 1.7366 0.8603
H 3.3740 0.6740 0.4811
H 3.3717 1.5202 2.9010
H 1.8756 1.3417 3.6104
H -0.2803 2.4988 -1.0008
Cl -0.2117 -2.0030 -3.6319
```

Output
F_max	2.13	eV/A
molecular weight	253.8	g/mol
HOMO energy	-7.424	eV
frontier orbital gap	7.227	eV
E	-40268.030	eV


Record 2
DFT (ωB97M-V/def2-TZVPD) results for a molecular structure, C6H14NO5S2.

The geometry in XYZ format:
```
28
Properties=species:S:1:pos:R:3
C 1.2938 -0.9758 1.5652
C 1.2154 -0.3325 0.1593
C 2.5957 -0.4619 -0.5333
C 0.7158 1.1121 0.1978
C 1.0909 1.9115 -1.0417
C -0.8068 1.1991 0.2717
O -1.3184 0.2413 1.2135
S -2.8586 -0.2228 0.9809
O -2.9259 -1.4705 1.6741
O -3.7273 0.7695 1.5054
N -3.1303 -0.3973 -0.5777
S -2.1344 -1.4786 -1.2402
O -1.2523 -0.8426 -2.1819
O -2.8875 -2.5500 -1.8077
H 0.4739 -1.6764 1.6718
H 1.0939 -0.2137 2.3086
H 2.2272 -1.4856 1.7549
H 0.5440 -0.8994 -0.4665
H 3.1976 -1.2416 -0.0806
H 2.4451 -0.7227 -1.5743
H 3.1666 0.4520 -0.4451
H 1.1526 1.6097 1.0642
H 0.7015 1.4468 -1.9412
H 0.6303 2.8949 -0.9759
H 2.1552 2.0812 -1.1273
H -1.0650 2.2068 0.5876
H -1.1928 1.0577 -0.7301
H -1.4002 -2.0111 -0.2314
```

Output
F_max	1.61	eV/A
molecular weight	244.3	g/mol
HOMO energy	-5.747	eV
frontier orbital gap	8.932	eV
net charge	-1
E	-39847.988	eV


Record 3
DFT (ωB97M-V/def2-TZVPD) results for a single C5H8O2 molecule.

The geometry in XYZ format:
```
15
Properties=species:S:1:pos:R:3
C 0.9571 0.8733 -1.1666
C 1.0803 0.3720 0.0652
C 2.4359 0.0355 0.6141
O 3.4611 0.0991 -0.0204
O 0.0812 0.1242 0.9624
C -0.9496 -0.7783 0.5464
C -2.1607 -0.0781 -0.0455
H 1.8582 0.9994 -1.7613
H 0.0064 1.1800 -1.5905
H 2.4127 -0.2809 1.6820
H -0.5310 -1.5027 -0.1656
H -1.2326 -1.3179 1.4563
H -2.5304 0.6882 0.6427
H -2.9574 -0.8114 -0.2152
H -1.9313 0.3974 -1.0043
```

Output
F_max	0.49	eV/A
molecular weight	100.1	g/mol
HOMO energy	-9.632	eV
frontier orbital gap	9.837	eV
E	-9408.184	eV
relative energy (zero: lowest compared OMol25 entry of this formula, charge and spin)	38.02	kcal/mol


Record 4
DFT (ωB97M-V/def2-TZVPD) results for a molecular structure, C52H44N2O6PtS3.

The geometry in XYZ format:
```
108
Properties=species:S:1:pos:R:3
Pt -0.6882 0.8162 0.7420
O -1.8023 -2.9891 3.0687
C -2.2912 -2.3804 4.1355
C -2.5187 -3.1476 5.3118
C -3.0851 -2.5360 6.4267
C -3.4392 -1.2010 6.4276
C -3.1814 -0.4394 5.3209
C -2.6369 -1.0044 4.1444
C -2.1860 -0.1874 3.0425
O -1.3780 -0.6110 2.1629
N -2.6268 1.1340 3.0558
N -2.2145 1.7345 1.9810
C -2.4749 3.0544 1.9310
C -1.9953 3.9563 1.0361
C -2.4425 5.3083 1.2809
C -2.1418 6.3056 0.4414
C -1.3329 6.0152 -0.7054
C -0.8188 4.8119 -1.0093
C -1.1023 3.7229 -0.1121
O -0.5267 2.6140 -0.4092
H -1.7747 -2.4296 2.2894
H -2.2187 -4.2135 5.2863
H -3.2707 -3.1170 7.3325
H -3.9005 -0.7405 7.2725
H -3.4406 0.6014 5.2872
H -3.1581 3.3698 2.7434
H -2.9984 5.4828 2.1869
H -2.4734 7.3187 0.6415
H -1.0896 6.8544 -1.3477
H -0.1942 4.6261 -1.8709
C 5.0767 -3.1011 2.5963
C 4.1257 -2.2271 1.8525
C 2.8329 -2.6441 1.6103
C 1.9914 -1.8160 0.8673
C 2.4240 -0.6124 0.3255
C 3.7242 -0.1962 0.6242
C 4.5541 -1.0110 1.3600
S 1.5282 0.4591 -0.8079
O 2.1637 1.7723 -0.7751
C 2.0893 -0.4227 -2.2614
C 3.4326 -0.1145 -2.4781
C 4.1879 -0.9012 -3.3037
C 3.6519 -2.1324 -3.7663
C 4.5005 -3.0642 -4.4327
C 4.0077 -4.3094 -4.6850
C 2.6841 -4.6824 -4.3830
C 1.8367 -3.7621 -3.8303
C 2.3160 -2.4607 -3.5064
C 1.4676 -1.5216 -2.8242
C 0.0071 -1.6249 -3.1111
C -0.3324 -1.4968 -4.5126
C 0.5529 -0.9171 -5.4546
C 0.2430 -0.8259 -6.7860
C -1.0139 -1.3132 -7.2250
C -1.9281 -1.8100 -6.3453
C -1.5938 -1.9511 -4.9520
C -2.5086 -2.5706 -4.0538
C -2.2916 -2.4814 -2.7065
C -1.0281 -2.0069 -2.2640
S -1.1647 -1.5191 -0.5791
O -1.8325 -2.5838 0.2044
C -2.3515 -0.1401 -0.7821
C -3.5625 -0.2178 -0.0596
C -4.5210 0.8042 -0.2550
C -4.3105 1.8194 -1.1977
C -5.2656 2.9778 -1.2396
C -3.1846 1.7678 -2.0102
C -2.2093 0.7973 -1.8238
H 4.6973 -3.4783 3.5512
H 6.0364 -2.6162 2.8373
H 5.3074 -3.9652 1.9888
H 2.4762 -3.6042 1.9787
H 1.0085 -2.1851 0.6561
H 4.1157 0.7528 0.2625
H 5.5520 -0.6322 1.5917
H 3.7792 0.8073 -2.0028
H 5.2435 -0.6789 -3.5142
H 5.5352 -2.8223 -4.6278
H 4.6327 -5.0463 -5.2075
H 2.3968 -5.7298 -4.6073
H 0.8054 -4.0379 -3.6291
H 1.5578 -0.5839 -5.1193
H 0.9033 -0.4616 -7.5504
H -1.1870 -1.2331 -8.2927
H -2.9023 -2.1892 -6.6365
H -3.4119 -2.9868 -4.4875
H -2.9579 -2.8247 -1.8816
H -3.7560 -0.9643 0.6958
H -5.4361 0.8537 0.3235
H -6.2762 2.7962 -0.7932
H -5.4547 3.3024 -2.2560
H -4.8494 3.8316 -0.6735
H -3.0871 2.5497 -2.7745
H -1.3683 0.8178 -2.5041
O 0.7398 1.1481 2.3969
S 1.8896 2.2339 2.4632
C 3.0545 1.4248 3.5679
C 3.2606 2.3396 4.7736
C 1.9060 2.8910 5.1043
C 1.3861 3.3693 3.7529
H 3.9956 1.1823 3.0691
H 2.4947 0.5366 3.8654
H 3.9706 3.1292 4.5503
H 3.6404 1.7285 5.5872
H 1.8633 3.7455 5.7674
H 1.2991 2.0681 5.5186
H 1.9410 4.3116 3.5031
H 0.3014 3.5296 3.6300
```

Output
F_max	2.11	eV/A
molecular weight	1084.2	g/mol
HOMO energy (alpha / beta)	-12.498 / -12.733	eV
frontier orbital gap (alpha / beta)	7.255 / 4.204	eV
net charge	+2
E	-105635.509	eV
spin multiplicity	5
⟨S²⟩	6.068


Record 5
DFT (ωB97M-V/def2-TZVPD) results for a molecular structure, C24H12Cl2N7O9Ru.

The geometry in XYZ format:
```
55
Properties=species:S:1:pos:R:3
Ru 0.2974 0.4693 0.1902
Cl -3.5264 -2.0245 5.1396
C -2.9522 -1.0814 3.8561
C -1.6492 -0.9928 3.5129
C -1.1726 -0.1666 2.4672
N 0.0899 0.1184 2.1940
C 1.1794 -0.5244 2.7857
O 1.2076 -1.2922 3.7278
C 2.4222 -0.0592 2.0316
C 3.6809 -0.2415 2.6411
C 4.8087 0.1818 1.9742
C 4.7304 0.7741 0.7326
C 3.4744 0.9329 0.1776
N 2.3772 0.5537 0.8255
C -2.1565 0.4734 1.6697
C -3.5302 0.4374 2.0005
C -3.8468 -0.2406 3.1056
Cl -5.5083 -0.2623 3.4013
N -1.6344 1.1687 0.6165
C -2.0747 2.4591 0.3981
O -3.1404 2.9869 0.7204
C -0.9986 3.3740 -0.2264
C -1.3153 4.6393 -0.7522
C -0.2978 5.3932 -1.2909
C 0.9814 4.8362 -1.4419
C 1.2431 3.6526 -0.8039
N 0.2560 2.9139 -0.2469
H -0.9140 -1.5336 4.0459
H 3.7673 -0.7752 3.5057
H 5.8282 0.0639 2.3921
H 5.6170 1.1644 0.2635
H 3.4408 1.3084 -0.8747
H -4.2770 0.9178 1.4484
H -2.2835 5.1064 -0.6677
H -0.5050 6.3800 -1.6419
H 1.8098 5.3924 -1.8376
H 2.2266 3.2449 -0.7763
O -1.1625 -5.2612 -4.9169
N -0.7132 -4.1367 -4.9628
O -0.3513 -3.5644 -5.9379
C -0.5630 -3.4360 -3.6978
C -1.0197 -4.0952 -2.5520
C -0.8241 -3.4221 -1.3096
C -0.2253 -2.0871 -1.2993
O -0.0077 -1.5515 -0.1320
C 0.1481 -1.4753 -2.5259
C 0.0091 -2.1523 -3.6985
N 0.8617 -0.2620 -2.5498
O 1.3413 0.1425 -3.6229
O 0.3020 0.7703 -1.7654
N -1.3485 -3.9602 -0.0283
O -1.5166 -3.2559 0.9179
O -1.6452 -5.1536 0.0150
H -1.4359 -5.0588 -2.5921
H 0.4952 -1.7894 -4.6049
```

Output
F_max	2.93	eV/A
molecular weight	714.4	g/mol
HOMO energy (alpha / beta)	-7.770 / -8.758	eV
frontier orbital gap (alpha / beta)	6.541 / 5.457	eV
E	-81557.202	eV
spin multiplicity	6
⟨S²⟩	8.784


Record 6
DFT (ωB97M-V/def2-TZVPD) results for a molecular structure, C12H28N3O8SZr.

The geometry in XYZ format:
```
53
Properties=species:S:1:pos:R:3
Zr -2.9008 0.8218 2.3790
C -0.1559 1.4999 0.3156
O -1.4206 1.3124 0.9085
H 0.0093 0.7057 -0.4250
H -0.0250 2.4619 -0.1774
H 0.5797 1.3448 1.1131
C -3.0730 4.4218 0.4321
C -4.1147 3.3774 0.4515
O -3.9972 2.3887 1.2908
N -5.1515 3.3859 -0.3350
C -5.6029 4.4853 -1.1868
H -2.1232 4.1433 -0.0323
H -2.7874 4.5997 1.4725
H -3.3411 5.3616 -0.0410
H -5.8654 2.6764 -0.2034
H -4.8370 5.1907 -1.5044
H -6.3046 5.0967 -0.6167
H -6.0162 4.0712 -2.1024
C 0.6239 0.5666 5.2352
C 0.0236 -0.1326 4.0542
O -1.1280 0.2203 3.6234
N 0.7668 -1.0145 3.4401
C 0.3895 -1.7824 2.2464
H 0.4154 1.6350 5.2308
H 1.6893 0.3579 5.2927
H 0.2086 0.2081 6.1826
H 1.6889 -1.2014 3.8076
H -0.2592 -2.5970 2.5768
H 1.3091 -2.2976 1.9584
H 0.0295 -1.2099 1.3976
C 3.6396 -0.7512 -0.4992
C 3.6145 -2.2499 -0.6167
O 2.7662 -2.9029 0.0061
N 4.4193 -2.8351 -1.5171
C 4.5725 -4.2597 -1.7447
H 3.8782 -0.3712 0.4923
H 2.6149 -0.3941 -0.6530
H 4.2267 -0.2833 -1.2893
H 4.9916 -2.2339 -2.0916
H 3.8263 -4.6030 -2.4679
H 4.3870 -4.7603 -0.7954
H 5.5690 -4.4199 -2.1432
C -0.5549 -1.7420 -2.1893
C 0.4830 -2.8492 -2.6001
O 1.5203 -2.1106 -3.2252
S 0.8812 -0.9566 -4.1461
O 0.3035 -1.5913 -5.2859
O 1.7575 0.1523 -4.3496
O -0.3439 -0.6371 -3.0464
H -0.5080 -1.3405 -1.1711
H -1.5717 -2.0954 -2.3733
H -0.0263 -3.4880 -3.3180
H 0.9236 -3.3750 -1.7601
```

Output
F_max	8.83	eV/A
molecular weight	465.7	g/mol
HOMO energy	-15.688	eV
frontier orbital gap	1.742	eV
net charge	+3
E	-45834.011	eV
relative energy (zero: lowest compared OMol25 entry of this formula, charge and spin)	0.00	kcal/mol


Record 7
DFT (ωB97M-V/def2-TZVPD) results for a single C6H10 molecule.

The geometry in XYZ format:
```
16
Properties=species:S:1:pos:R:3
C -0.2609 2.6358 -1.4451
C -0.3438 1.2181 -1.2352
C -0.3117 0.0495 -0.9399
C 0.5852 -1.0087 -0.5242
C 0.6484 -1.0948 1.0073
C -0.7075 -1.4407 1.6026
H 0.6955 2.8819 -1.9226
H -1.0846 2.8990 -2.0986
H -0.3366 3.0909 -0.4564
H 1.5761 -0.7031 -0.9043
H 0.2962 -1.9315 -1.0119
H 1.3801 -1.8646 1.2482
H 0.9936 -0.1427 1.4407
H -1.4357 -0.6514 1.3885
H -0.6294 -1.5628 2.6885
H -1.0649 -2.3751 1.1625
```

Output
F_max	1.78	eV/A
molecular weight	82.1	g/mol
HOMO energy	-9.198	eV
frontier orbital gap	10.215	eV
E	-6381.993	eV
relative energy (zero: lowest compared OMol25 entry of this formula, charge and spin)	43.04	kcal/mol


Record 8
DFT (ωB97M-V/def2-TZVPD) results for a molecular structure, C13H23FeN5O2.

The geometry in XYZ format:
```
44
Properties=species:S:1:pos:R:3
Fe -2.0085 -8.9967 -10.0340
C -1.0929 -9.3019 -13.7677
C -1.5686 -9.8652 -12.4626
C -0.5245 -10.2502 -11.4615
C 0.9248 -10.0979 -11.7758
C -0.9667 -11.0044 -10.3247
C 0.0418 -11.7224 -9.4509
C -2.3649 -11.2775 -10.0783
C -2.8560 -11.9788 -8.8438
C -3.3339 -10.7833 -11.0033
C -4.8249 -10.8627 -10.7680
C -2.9473 -10.1991 -12.2499
C -4.0608 -9.8585 -13.2142
H -1.0016 -8.1954 -13.8248
H -1.8505 -9.5501 -14.5116
H -0.2017 -9.6830 -14.1583
H 1.4891 -9.8937 -10.8746
H 1.0977 -9.3326 -12.5330
H 1.3115 -11.0327 -12.1896
H 0.0667 -11.3577 -8.3968
H 1.0735 -11.6757 -9.8347
H -0.2972 -12.7689 -9.5105
H -3.2748 -11.2447 -8.1685
H -2.0433 -12.5089 -8.3441
H -3.6010 -12.7090 -9.0430
H -5.2732 -9.8550 -10.5862
H -5.0525 -11.3884 -9.8302
H -5.3528 -11.3784 -11.6018
H -3.8716 -8.9581 -13.7924
H -5.0055 -9.5924 -12.7313
H -4.2890 -10.6619 -13.8905
N -0.1052 -8.4383 -7.8461
N -0.7903 -7.4377 -7.1749
C -1.8771 -6.8644 -7.6615
N -2.4618 -5.8883 -6.9612
N -2.3483 -7.3768 -8.7822
N -3.3803 -6.8255 -9.5219
O -3.5662 -7.5565 -10.5460
O -4.0463 -5.8822 -9.2069
H -0.1465 -9.3215 -7.4145
H 0.8833 -8.1355 -7.9817
H -0.5224 -7.2517 -6.2293
H -2.1171 -5.4657 -6.1394
H -3.3553 -5.4950 -7.2858
```

Output
F_max	3.10	eV/A
molecular weight	337.2	g/mol
HOMO energy (alpha / beta)	-15.682 / -16.138	eV
frontier orbital gap (alpha / beta)	8.443 / 8.683	eV
net charge	+2
E	-59768.744	eV
spin multiplicity	5
⟨S²⟩	6.013